No. 1
{
  "formula": "C29H78NO21",
  "method": "ωB97M-V/def2-TZVPD",
  "homo_energy_ev": -11.38,
  "mol_weight_g_mol": 776.9,
  "total_charge": 1,
  "gap_ev": 5.9,
  "species": ["H", "C", "C", "O", "O", "H", "H", "C", "O", "H", "H", "C", "H", "C", "H", "H", "H", "O", "H", "C", "H", "H", "H", "O", "H", "H", "H", "C", "H", "H", "H", "C", "C", "O", "H", "H", "H", "C", "H", "H", "O", "C", "H", "H", "H", "C", "C", "C", "H", "H", "H", "H", "C", "H", "H", "H", "H", "H", "C", "H", "H", "O", "O", "H", "H", "H", "O", "H", "C", "H", "C", "H", "C", "C", "O", "H", "C", "H", "H", "H", "O", "H", "H", "C", "H", "H", "H", "O", "H", "H", "C", "H", "C", "H", "H", "H", "H", "H", "O", "H", "H", "O", "H", "N", "O", "O", "C", "H", "O", "O", "H", "C", "C", "C", "H", "H", "O", "C", "H", "H", "H", "H", "H", "H", "H", "H", "H", "O", "H"],
  "xyz": [[3.409, -3.728, 6.612], [-0.085, 5.564, 3.019], [-0.196, -0.105, -0.817], [0.816, 3.555, -3.853], [1.253, 1.617, 4.462], [0.579, 6.208, -4.014], [-0.967, 4.243, -3.567], [0.501, 5.682, -3.052], [3.732, 2.889, -6.264], [2.055, 1.532, -4.727], [1.202, 3.000, 2.258], [3.860, 3.189, -2.085], [-3.277, -2.489, -0.034], [2.278, 1.463, 3.551], [-3.666, -8.654, 3.465], [4.665, 2.752, -6.208], [2.899, 3.046, 0.677], [0.058, 6.226, 4.135], [-0.643, 0.961, 6.434], [-2.206, -0.290, 6.995], [-1.827, 0.727, 8.645], [-0.418, -3.596, -7.478], [-1.980, 5.058, 3.796], [-4.574, -1.823, -5.772], [1.261, -2.403, 5.949], [3.318, -1.170, 5.839], [4.918, 1.780, -0.920], [-0.754, -0.964, 1.977], [-2.450, -7.154, 1.797], [1.155, -2.566, -4.800], [0.213, 1.790, 0.126], [0.387, -3.084, -6.801], [-1.168, -3.243, 1.213], [-1.781, 0.869, 4.973], [-5.197, 0.012, -4.035], [3.526, 1.083, -7.417], [-4.972, -7.180, 3.819], [-1.105, 4.486, 3.346], [-0.655, 3.875, 4.182], [5.790, 1.407, -3.211], [2.067, -0.331, -5.870], [2.988, 1.801, -6.591], [-1.375, -0.972, 6.865], [-5.450, -2.508, -4.031], [-3.265, -0.776, 0.059], [2.280, 2.668, 2.522], [0.219, 0.821, 0.428], [3.358, -2.170, 5.653], [-0.693, 1.069, 4.791], [3.241, 1.508, 3.960], [0.166, 3.777, -2.121], [1.264, 0.800, -2.266], [-4.318, -0.655, -3.632], [-0.114, -3.473, 1.600], [0.338, -1.254, 2.215], [-1.416, -4.237, 0.670], [-5.252, -0.872, -1.875], [-0.315, 6.251, 2.383], [-0.778, 0.575, 1.627], [0.675, -0.825, -2.620], [1.548, -0.730, 4.581], [-0.532, -2.400, -1.253], [0.648, -4.508, -4.829], [4.018, -2.336, 4.960], [-4.907, -2.619, -6.209], [-3.497, -0.145, -3.930], [-1.338, 3.663, 2.240], [0.689, 5.141, 2.514], [1.913, -2.452, 5.255], [3.636, 0.828, -4.940], [-2.825, -1.661, 0.700], [1.762, -0.742, -1.302], [-1.678, 0.898, 6.289], [0.979, -0.229, -1.791], [1.878, 5.856, -2.686], [-2.293, 0.677, -1.351], [-1.443, -1.737, 0.810], [1.410, -3.421, -7.022], [2.544, 3.664, 3.027], [4.265, 1.018, -2.332], [2.504, 3.053, -1.525], [-1.011, 1.434, -2.122], [-1.798, -0.183, -2.652], [4.574, 1.933, -1.922], [0.585, 7.057, 4.110], [-1.234, -1.324, 3.077], [-1.819, 0.983, 1.313], [-4.756, -8.053, 1.856], [-0.624, -3.034, -4.792], [-3.073, -0.895, 6.686], [2.640, 0.937, -5.399], [0.642, 3.736, -4.733], [-4.137, -7.609, 3.043], [2.124, 0.430, 2.999], [4.390, 3.872, -1.589], [1.046, 2.337, 4.646], [4.140, 3.491, -3.105], [-0.178, 6.470, -2.458], [-2.474, -0.045, 8.344], [-0.525, 1.173, 2.510], [-1.359, -7.325, 3.437], [3.519, -2.857, 6.895], [-3.110, -5.817, 2.555], [-0.755, -1.394, -0.524], [3.170, 2.450, 1.411], [-1.928, -6.759, 3.699], [0.273, -3.217, -5.200], [0.718, -1.303, -6.567], [1.562, -1.582, 4.208], [5.788, 2.104, -2.584], [1.165, 0.445, 0.644], [-4.478, -2.059, -4.378], [0.010, 4.259, -3.054], [-1.326, 0.560, -1.751], [-3.487, -2.574, -3.933], [2.739, -0.869, -6.231], [0.160, -1.735, -7.129], [-2.898, -6.782, 2.691], [-1.933, -3.338, 2.092], [0.122, -5.054, -5.414], [-2.180, 4.052, 1.693], [1.669, 3.483, -2.137], [-5.569, -8.610, 2.105], [2.544, 6.006, -3.382], [-2.016, 1.840, 6.530], [2.025, 2.166, -6.903], [-3.301, -2.050, 1.635], [-4.375, -0.746, -2.217], [1.920, -3.570, 4.755]]
}

---

No. 2
{
  "formula": "C29H81N7O8",
  "method": "ωB97M-V/def2-TZVPD",
  "homo_energy_ev": -9.14,
  "mol_weight_g_mol": 656.0,
  "total_charge": 0,
  "gap_ev": 9.5,
  "species": ["H", "H", "H", "C", "O", "O", "H", "C", "N", "H", "O", "H", "H", "H", "H", "N", "H", "H", "N", "H", "C", "N", "H", "H", "O", "C", "H", "H", "H", "H", "C", "H", "C", "H", "H", "H", "C", "H", "H", "C", "H", "C", "H", "C", "H", "C", "H", "H", "H", "H", "H", "H", "H", "C", "H", "N", "C", "C", "H", "H", "O", "H", "C", "H", "C", "N", "H", "H", "C", "O", "H", "C", "H", "H", "H", "C", "N", "C", "H", "H", "H", "H", "H", "H", "H", "H", "C", "H", "H", "H", "H", "O", "H", "H", "H", "C", "H", "C", "H", "H", "C", "H", "H", "H", "H", "H", "H", "H", "H", "O", "C", "H", "H", "H", "C", "H", "H", "C", "H", "C", "C", "H", "H", "H", "H"],
  "xyz": [[-3.508, 6.071, -1.438], [-4.541, -2.451, -7.653], [-0.543, -3.838, 0.177], [-0.486, -2.790, -0.119], [-2.998, 2.884, -3.822], [-0.502, 0.937, 9.574], [-2.732, -4.311, -8.419], [-3.328, 6.640, 3.280], [-4.622, 2.183, -6.689], [8.698, -3.081, -6.253], [-3.168, 7.439, 2.058], [8.124, -1.355, 4.549], [7.613, -2.033, 2.610], [5.348, -3.947, -7.874], [-3.236, 5.600, 2.968], [-2.333, -3.726, -11.066], [7.813, -2.993, -7.623], [-1.630, -1.577, 3.508], [-0.035, 3.118, 12.471], [-0.439, 0.143, 2.186], [-3.988, 1.922, -4.317], [-3.613, 7.065, -1.584], [5.871, 0.526, 3.449], [3.098, -3.125, -7.691], [4.579, -2.815, -6.233], [-4.723, -3.443, -7.239], [7.479, -0.628, 1.863], [-3.053, 9.795, -1.234], [-3.265, 9.789, 0.435], [-7.093, 2.942, -5.434], [-3.568, -4.446, -9.105], [-1.508, 1.517, -3.186], [-3.584, 9.247, -0.456], [-5.327, 2.433, -7.367], [-2.161, -4.645, -11.450], [0.710, 3.123, 9.206], [-0.228, 1.206, 10.990], [-0.971, -4.229, 9.276], [1.024, -2.551, 2.142], [6.225, -0.304, 4.062], [9.573, 0.785, 3.843], [-4.950, 2.616, -5.314], [8.401, 1.058, 5.087], [-0.544, -1.567, 3.409], [-1.424, 3.212, -2.525], [-0.281, 2.729, 11.124], [-3.758, -2.532, -10.200], [-0.330, 4.072, 12.628], [-4.890, 6.945, 1.021], [0.480, -2.671, -0.610], [-2.288, -3.143, -11.889], [-4.552, -3.957, -12.367], [7.196, -5.651, -7.315], [5.680, -2.563, 4.622], [2.574, -3.446, -6.060], [0.042, -1.994, 4.636], [8.508, 0.703, 4.061], [5.357, -3.929, -6.784], [-1.009, -4.907, 7.340], [1.008, 0.079, 3.204], [-0.627, -2.034, 1.036], [6.508, -3.230, 4.380], [-2.064, 2.382, -2.824], [-4.279, 6.849, 3.768], [-6.390, 2.279, -4.931], [7.999, -1.100, 2.588], [-0.150, -1.213, 5.246], [-3.615, 0.999, -4.761], [6.712, -4.015, -6.056], [-1.060, -5.628, 7.972], [1.044, -1.908, 4.545], [-1.976, 0.958, 9.377], [0.812, 0.952, 11.196], [4.645, -4.732, -6.592], [-6.603, 1.245, -5.204], [-0.063, -0.124, 3.173], [7.150, -5.398, -6.339], [-3.598, -3.593, -10.391], [-4.994, -5.122, -11.060], [7.292, -1.981, -6.212], [4.828, -3.240, 4.676], [-2.600, 2.167, -1.900], [-5.704, -3.397, -6.766], [-0.392, -3.561, 2.451], [5.866, -2.242, 5.647], [-3.574, 5.965, 0.839], [-3.806, 7.025, 0.937], [-2.082, -5.580, 9.828], [-3.583, -5.505, -9.363], [-0.276, -5.786, 9.772], [-1.349, -2.501, -0.719], [5.430, -1.448, 3.772], [-4.626, 9.356, -0.754], [-0.689, 2.646, 13.079], [-4.594, 7.204, -1.785], [7.704, -0.596, 3.890], [-2.107, 1.539, 8.465], [-1.150, -5.302, 9.336], [-5.633, -3.440, -11.208], [2.580, -1.901, -6.618], [3.207, -2.792, -6.659], [6.610, -3.721, -5.011], [-4.390, 1.546, -3.377], [6.092, 0.013, 5.096], [8.080, 1.555, 3.533], [-6.608, 2.440, -3.875], [-3.723, 2.522, -7.001], [-0.488, 0.612, 3.856], [-0.787, 0.606, 11.709], [-4.774, -4.344, -8.330], [7.656, -2.953, -6.546], [-2.657, 1.297, 10.158], [-3.955, -3.843, -6.577], [0.781, 4.559, 10.288], [-4.760, -4.086, -11.305], [-1.318, 3.026, 10.967], [1.777, 3.166, 10.525], [-3.266, 7.749, -0.327], [8.050, -5.558, -5.909], [-0.058, -2.539, 2.277], [0.771, 3.470, 10.237], [-2.437, 6.881, 3.860], [-4.653, 3.661, -5.229], [-2.142, -0.091, 9.130], [-2.183, 7.703, -0.446]]
}